[1]
64
Properties=species:S:1:pos:R:3:lowdin_charge:R:1 method="wB97M-V/def2-TZVPD" de_lowest_ev=0.000 e_tot_ha=-2572.6840 orbital_gap_ha="0.254 / 0.296" homo_energy_ev="-6.2 / -7.4" total_charge=0 multiplicity=5 s_squared=6.013
H -0.278 3.124 -0.316 0.117
N 0.043 1.812 -1.964 -0.039
B 0.612 0.780 -4.207 -0.456
N 0.567 1.990 -3.234 -0.011
C 0.937 3.270 -3.383 -0.070
Cr -0.674 0.024 -1.372 0.708
H 1.347 3.611 -4.326 0.121
C 0.662 3.947 -2.194 -0.061
H 0.845 4.984 -1.983 0.086
C 0.091 3.002 -1.329 -0.091
H 1.090 1.039 -5.271 0.117
C -1.679 -2.417 -0.813 -0.029
H -1.982 -1.622 -0.114 0.024
H -1.021 -3.109 -0.277 0.036
H -2.575 -2.954 -1.143 0.042
N -0.865 0.265 -4.279 0.015
N 1.426 -0.309 -3.453 0.000
N -1.535 -0.023 -3.091 -0.075
N 0.941 -0.738 -2.227 -0.052
C -1.686 0.004 -5.305 -0.057
C 2.579 -0.948 -3.716 -0.058
H -1.366 0.178 -6.324 0.126
H 3.135 -0.747 -4.623 0.124
C -2.886 -0.492 -4.795 -0.054
C 2.830 -1.841 -2.673 -0.053
C -2.763 -0.485 -3.408 -0.094
C 1.762 -1.711 -1.785 -0.096
H -3.735 -0.822 -5.357 0.090
H 3.680 -2.491 -2.565 0.091
H -3.457 -0.776 -2.634 0.123
H 1.547 -2.243 -0.865 0.097
H -1.152 -2.035 -1.720 0.006
C 3.569 1.185 2.588 -0.054
C 2.770 -0.083 2.422 -0.230
C 3.327 -1.139 1.700 -0.063
C 2.617 -2.322 1.494 -0.115
C 1.325 -2.433 1.990 -0.050
C 0.732 -1.348 2.661 -0.222
N -0.609 -1.508 3.002 0.094
C -1.635 -0.577 3.265 -0.197
C -2.423 -0.781 4.408 -0.028
C -3.379 0.149 4.800 -0.080
C -3.590 1.300 4.037 -0.079
C -2.876 1.482 2.857 -0.021
C -1.948 0.534 2.439 -0.094
C -1.485 0.599 1.022 -0.556
O -2.247 1.055 0.109 -0.035
O -0.332 0.100 0.693 -0.101
C 1.482 -0.192 2.965 -0.171
C 0.912 0.890 3.819 -0.023
H 3.028 2.062 2.196 0.090
H 3.812 1.375 3.645 0.083
H 4.515 1.098 2.038 0.074
H 4.335 -1.023 1.296 0.105
H 3.063 -3.142 0.935 0.103
H 0.739 -3.344 1.834 0.108
H -0.905 -2.478 3.099 0.143
H -2.251 -1.680 5.002 0.114
H -3.945 -0.020 5.715 0.104
H -4.308 2.052 4.354 0.101
H -3.041 2.354 2.230 0.122
H 0.255 1.551 3.243 0.087
H 0.341 0.503 4.668 0.093
H 1.712 1.513 4.220 0.070

[2]
64
Properties=species:S:1:pos:R:3:lowdin_charge:R:1 method="wB97M-V/def2-TZVPD" de_lowest_ev=0.000 e_tot_ha=-1741.9094 orbital_gap_ha="0.213 / 0.232" homo_energy_ev="-14.5 / -14.6" total_charge=+2
H -2.354 -1.867 0.705 0.115
N -0.385 -1.854 -0.117 -0.064
B 1.776 -2.474 -1.348 -0.443
N 0.288 -2.719 -0.949 -0.014
C -0.515 -3.748 -1.267 -0.025
Sn 0.566 0.045 0.675 1.543
H -0.145 -4.532 -1.917 0.142
C -1.735 -3.559 -0.629 -0.019
H -2.591 -4.206 -0.663 0.108
C -1.622 -2.356 0.081 -0.083
H 2.228 -3.346 -2.031 0.130
C 1.013 2.809 2.257 -0.035
H 0.250 3.355 2.819 0.038
H 1.153 3.286 1.280 0.028
H 1.952 2.831 2.822 0.050
N 2.551 -2.340 0.008 -0.002
N 1.820 -1.080 -2.057 -0.003
N 2.127 -1.454 0.972 -0.123
N 1.252 0.012 -1.452 -0.099
C 3.623 -3.001 0.472 -0.010
C 2.363 -0.698 -3.225 -0.013
H 4.099 -3.747 -0.144 0.143
H 2.881 -1.416 -3.845 0.144
C 3.902 -2.530 1.751 -0.016
C 2.135 0.664 -3.382 -0.021
C 2.948 -1.554 2.037 -0.089
C 1.430 1.082 -2.252 -0.101
H 4.697 -2.848 2.394 0.112
H 2.450 1.283 -4.198 0.108
H 2.815 -0.943 2.922 0.127
H 1.070 2.066 -1.986 0.102
H 0.678 1.740 2.138 -0.082
C -4.223 1.951 -3.079 -0.024
C -3.213 2.731 -2.282 -0.188
C -2.062 3.183 -2.924 0.026
C -1.096 3.923 -2.241 -0.039
C -1.266 4.175 -0.886 0.012
C -2.375 3.641 -0.212 -0.168
N -2.399 3.794 1.172 0.194
C -3.035 3.055 2.191 -0.188
C -3.755 3.775 3.159 0.012
C -4.459 3.113 4.159 -0.023
C -4.416 1.716 4.245 -0.014
C -3.627 0.989 3.354 0.015
C -2.922 1.644 2.345 -0.092
C -1.895 0.873 1.607 -0.575
O -1.158 0.051 2.284 -0.091
O -1.670 1.054 0.358 -0.058
C -3.410 2.999 -0.922 -0.130
C -4.669 2.601 -0.231 0.011
H -4.374 0.939 -2.681 0.103
H -5.201 2.448 -3.108 0.100
H -3.879 1.848 -4.113 0.089
H -1.931 2.955 -3.982 0.136
H -0.216 4.301 -2.759 0.125
H -0.530 4.745 -0.314 0.129
H -1.894 4.609 1.513 0.169
H -3.784 4.867 3.082 0.135
H -5.042 3.691 4.874 0.127
H -4.977 1.187 5.016 0.127
H -3.517 -0.094 3.432 0.137
H -4.511 1.725 0.412 0.097
H -5.066 3.409 0.397 0.110
H -5.443 2.332 -0.954 0.088

[3]
70
Properties=species:S:1:pos:R:3:lowdin_charge:R:1 method="wB97M-V/def2-TZVPD" de_lowest_ev=2.398 smiles="CN(C)C(=O)C[PH2](I)CCCBr.O=C1C=C(O)C(=O)C=C1O.O=C1C=C(O)C(=O)C=C1O.O=C1C=C(O)C(=O)C=C1O" e_tot_ha=-5215.2748 orbital_gap_ha=0.255 homo_energy_ev=-8.9 total_charge=0
C 1.489 -1.603 4.062 -0.112
N 1.430 -0.430 3.146 -0.152
C 1.286 0.821 3.973 -0.071
C 0.308 -0.467 2.226 -0.427
O 0.098 0.589 1.566 -0.012
C -0.633 -1.698 1.920 -0.293
P -2.087 -1.945 3.122 0.448
I -3.849 -2.559 4.831 0.356
C -2.926 -0.318 2.678 -0.405
C -4.483 -0.407 2.340 -0.357
C -5.415 0.409 3.377 -0.618
Br -4.836 2.297 3.604 0.573
H 1.329 -2.606 3.570 0.078
H 2.509 -1.571 4.579 0.102
H 0.730 -1.409 4.905 0.087
H 1.755 1.727 3.459 0.103
H 1.809 0.615 4.966 0.096
H 0.183 1.049 4.095 0.095
H 0.017 -2.644 1.953 0.066
H -0.974 -1.620 0.831 0.108
H -1.139 -2.154 4.171 -0.036
H -2.507 -3.135 2.416 0.004
H -2.660 0.436 3.487 0.073
H -2.412 0.061 1.725 0.088
H -4.640 0.140 1.343 0.111
H -4.880 -1.455 2.177 0.083
H -6.441 0.458 2.868 0.068
H -5.571 -0.135 4.354 0.011
O 1.935 -9.327 4.175 0.118
C 1.366 -8.278 3.937 -0.312
C 0.290 -7.756 4.784 0.081
C -0.320 -6.609 4.478 -0.218
O -1.316 -6.111 5.253 0.095
C 0.066 -5.823 3.270 -0.298
O -0.527 -4.788 3.012 0.055
C 1.157 -6.331 2.436 0.079
C 1.769 -7.477 2.745 -0.221
O 2.782 -7.962 1.987 0.105
H 0.019 -8.337 5.655 0.139
H -1.595 -5.279 4.824 0.087
H 1.438 -5.743 1.573 0.137
H 3.051 -8.796 2.416 0.119
O -1.463 4.900 -3.233 0.103
C -0.585 4.381 -2.564 -0.309
C 0.828 4.427 -2.949 0.075
C 1.756 3.831 -2.196 -0.218
O 3.071 3.865 -2.535 0.091
C 1.394 3.099 -0.949 -0.307
O 2.268 2.553 -0.299 0.111
C -0.018 3.073 -0.551 0.080
C -0.944 3.672 -1.302 -0.223
O -2.257 3.661 -0.948 0.091
H 1.078 4.960 -3.859 0.097
H 3.531 3.364 -1.836 0.113
H -0.265 2.554 0.365 0.111
H -2.718 4.156 -1.650 0.112
O 1.772 3.843 -10.674 0.114
C 1.858 4.175 -9.506 -0.313
C 3.139 4.500 -8.872 0.078
C 3.191 4.843 -7.583 -0.220
O 4.367 5.150 -6.981 0.102
C 1.960 4.905 -6.745 -0.289
O 2.050 5.205 -5.567 0.093
C 0.676 4.603 -7.383 0.085
C 0.624 4.263 -8.673 -0.222
O -0.556 3.982 -9.282 0.101
H 4.025 4.450 -9.491 0.138
H 4.138 5.361 -6.056 0.118
H -0.212 4.668 -6.768 0.140
H -0.326 3.765 -10.205 0.117

[4]
70
Properties=species:S:1:pos:R:3:lowdin_charge:R:1 method="wB97M-V/def2-TZVPD" e_tot_ha=-4866.9363 orbital_gap_ha=0.244 homo_energy_ev=-4.7 total_charge=-1
Co -0.057 -0.106 0.167 0.124
N -3.013 0.801 2.461 0.163
C -3.614 0.002 1.319 -0.493
C -5.115 -0.111 1.503 -0.079
P -2.784 -1.661 1.365 0.350
O -2.814 -1.808 3.011 -0.171
O -3.634 -2.669 0.721 -0.256
O -1.342 -1.442 1.012 -0.364
P -3.081 0.941 -0.184 0.353
O -3.819 2.354 0.176 -0.150
O -3.601 0.386 -1.442 -0.262
O -1.613 1.186 0.095 -0.366
H -2.938 0.197 3.285 0.134
H -3.564 1.638 2.644 0.155
H -2.062 1.088 2.178 0.043
H -5.361 -0.589 2.455 0.085
H -5.504 -0.745 0.708 0.088
H -5.596 0.868 1.446 0.076
H -2.011 -2.248 3.317 0.081
H -4.230 2.715 -0.618 0.075
C 1.201 3.472 0.940 -0.214
Si 1.635 2.629 -0.675 0.423
C 1.052 3.899 -1.949 -0.169
C 3.521 2.513 -0.642 -0.159
N 0.912 1.074 -1.001 -0.128
C 1.037 0.549 -2.269 -0.283
C 1.804 1.090 -3.318 -0.057
C 1.863 0.505 -4.574 -0.110
C 1.172 -0.660 -4.853 -0.114
C 0.400 -1.233 -3.847 -0.015
C 0.338 -0.626 -2.613 -0.180
O -0.412 -1.140 -1.553 -0.121
C -1.158 -2.309 -1.754 -0.278
C -2.354 -2.240 -2.441 -0.014
C -3.079 -3.407 -2.625 -0.070
C -2.610 -4.612 -2.124 -0.095
C -1.409 -4.653 -1.431 -0.074
C -0.670 -3.495 -1.242 -0.010
H 1.615 4.483 0.857 0.029
H 1.648 3.000 1.814 -0.010
H 0.127 3.552 1.104 0.019
H 1.469 4.878 -1.695 0.025
H -0.037 3.974 -1.884 0.033
H 1.305 3.683 -2.986 0.011
H 3.945 3.413 -0.188 0.026
H 3.991 2.375 -1.615 0.017
H 3.805 1.660 -0.018 0.025
H 2.378 1.987 -3.150 0.063
H 2.473 0.972 -5.339 0.095
H 1.223 -1.126 -5.828 0.090
H -0.152 -2.144 -4.030 0.115
H -2.717 -1.280 -2.781 0.109
H -4.028 -3.365 -3.143 0.104
H -3.190 -5.517 -2.257 0.096
H -1.047 -5.588 -1.022 0.101
H 0.258 -3.496 -0.687 0.086
S 1.724 -1.392 0.413 0.838
C 2.536 -0.761 1.810 -0.627
C 3.819 -1.189 2.147 -0.056
C 4.458 -0.710 3.283 -0.199
C 5.772 -1.182 3.603 -0.188
N 6.824 -1.579 3.846 0.152
C 3.814 0.232 4.101 -0.202
C 2.539 0.673 3.762 -0.056
C 1.891 0.181 2.635 -0.612
S 0.293 0.704 2.203 0.803
C 4.449 0.750 5.274 -0.192
N 4.958 1.162 6.220 0.149
H 4.323 -1.909 1.516 0.117
H 2.046 1.408 4.384 0.117